30
Properties=species:S:1:pos:R:3:forces:R:3 method="wB97M-V/def2-TZVPD" charge=+4 mol_weight_g_mol=347.2 fmax_ev_per_a=1.28 homo_energy_ev="-24.132 / -24.100" orbital_gap_ev="4.25 / 4.23" lumo_ha="-0.731 / -0.730" e_tot_ev=-86635.0144
Ru 0.763 0.705 -0.097 -0.86 -0.09 -0.86
C -2.772 -3.874 -0.912 0.15 -0.18 0.22
C -1.489 -3.246 -0.995 -0.30 0.55 -0.12
C -0.324 -3.927 -1.521 0.39 0.08 -0.08
C 0.893 -3.289 -1.551 -0.42 -0.59 0.14
C 0.906 -1.975 -1.085 0.91 0.56 0.05
Br 2.428 -0.885 -1.153 -0.20 0.20 0.09
N -0.132 -1.266 -0.539 -0.80 -0.51 0.85
C -1.308 -1.871 -0.491 0.40 0.31 -0.46
H -2.699 -4.954 -0.691 -0.06 -0.04 0.02
H -3.172 -3.958 -1.970 0.11 0.03 -0.06
H -3.533 -3.357 -0.332 -0.03 0.05 0.01
H -0.425 -4.943 -1.896 -0.02 -0.02 -0.07
H 1.787 -3.762 -1.948 0.02 0.01 -0.03
H -2.146 -1.350 -0.038 0.02 -0.06 0.13
N 1.107 1.234 1.824 0.19 -0.34 -0.22
C 0.268 2.442 2.239 0.33 -0.28 0.14
C 0.620 3.691 1.460 -0.02 0.01 -0.05
C 0.333 3.599 -0.025 0.40 -0.20 -0.16
N 1.273 2.595 -0.681 0.23 -0.10 0.16
H 0.888 0.423 2.417 0.01 0.16 0.16
H 2.108 1.411 1.976 -0.08 0.12 0.12
H 0.492 2.571 3.303 -0.10 0.04 0.04
H -0.786 2.162 2.166 -0.05 -0.04 -0.08
H 1.660 3.982 1.638 0.01 0.02 0.00
H 0.017 4.507 1.865 -0.01 0.02 0.04
H 0.495 4.557 -0.525 -0.01 0.04 -0.03
H -0.694 3.297 -0.252 -0.07 -0.06 0.01
H 2.250 2.838 -0.480 -0.08 0.17 -0.02
H 1.192 2.646 -1.705 -0.03 0.12 0.07

---

144
Properties=species:S:1:pos:R:3:forces:R:3 method="wB97M-V/def2-TZVPD" mol_weight_g_mol=877.1 fmax_ev_per_a=3.09 homo_energy_ev=-8.509 orbital_gap_ev=8.23 lumo_ha=-0.010 e_above_lowest_kcal_mol=233.5 e_tot_ev=-81142.8461
C 16.076 13.343 8.006 -0.21 -0.62 0.67
O 16.284 13.306 6.823 0.20 0.17 -1.39
N 15.756 12.246 8.736 -0.79 -1.79 0.87
C 15.354 12.306 10.166 -0.05 0.26 -0.69
C 15.349 10.915 8.110 0.54 1.46 -0.65
H 16.155 14.288 8.565 -0.06 -0.22 0.39
H 15.529 13.297 10.585 0.44 -0.10 -0.09
H 15.863 11.523 10.728 0.30 0.19 0.04
H 14.293 12.108 10.315 -0.25 -0.14 -0.36
H 15.760 10.686 7.127 0.55 0.89 -0.04
H 15.700 10.060 8.687 -0.57 0.34 0.61
H 14.284 10.982 7.886 -0.20 -0.50 0.68
C 12.607 10.139 12.774 0.74 1.78 -0.35
O 12.610 10.276 11.563 -0.86 0.39 0.04
N 13.239 9.150 13.369 -0.11 -2.79 1.33
C 13.188 8.923 14.796 -0.36 0.18 0.52
C 13.427 7.963 12.537 1.66 0.59 -0.95
H 12.290 10.862 13.541 -0.57 0.53 -0.46
H 12.725 9.716 15.382 -0.12 0.51 -0.51
H 14.190 8.854 15.220 -0.03 -0.51 -0.12
H 12.564 8.055 15.008 0.35 -0.33 0.11
H 14.107 8.338 11.772 -0.21 -0.36 -0.57
H 14.007 7.154 12.982 -0.45 0.15 0.65
H 12.524 7.611 12.038 -0.10 0.05 0.29
C 8.798 11.163 14.678 0.71 0.63 -0.91
O 7.889 10.423 14.352 0.34 -0.07 0.57
N 9.598 11.107 15.766 -1.20 -1.81 0.59
C 10.471 12.164 16.218 0.16 -0.70 -0.15
C 9.540 9.871 16.565 0.81 0.64 -0.37
H 9.194 11.937 14.002 -0.45 0.48 -0.08
H 11.504 11.903 15.991 0.15 0.47 -0.31
H 10.446 12.162 17.308 -0.32 0.46 0.11
H 10.143 13.104 15.775 0.35 0.01 0.17
H 10.568 9.675 16.869 0.07 -0.11 0.27
H 8.925 9.974 17.460 -0.18 -0.14 -0.09
H 9.246 9.041 15.922 -0.38 0.17 0.20
C 9.419 16.696 17.903 0.94 1.51 -2.16
O 10.154 16.747 16.888 -1.25 -0.49 2.06
N 8.447 17.607 18.102 -1.31 0.36 0.58
C 7.678 17.650 19.343 2.04 -0.09 0.89
C 8.356 18.827 17.332 -0.69 -0.78 -1.56
H 9.533 16.016 18.761 0.00 -0.41 -0.39
H 8.270 18.352 19.930 -0.44 0.27 0.70
H 7.812 16.689 19.839 -0.52 -0.03 0.04
H 6.649 18.008 19.355 0.08 -0.36 -0.79
H 8.661 18.536 16.328 0.60 0.61 0.02
H 7.312 19.102 17.176 -0.17 -0.07 0.40
H 8.851 19.707 17.743 0.44 -0.27 0.10
C 15.702 17.016 17.424 -0.50 -0.64 -2.01
O 15.571 17.306 16.240 0.13 -0.45 0.28
N 15.730 17.937 18.374 -0.03 -0.68 2.58
C 15.946 17.580 19.792 -0.33 -0.35 0.61
C 15.972 19.290 18.006 0.49 1.58 0.60
H 15.762 15.962 17.739 -0.01 0.11 0.30
H 15.928 16.532 20.089 0.26 -0.56 -1.31
H 15.137 17.859 20.468 -0.23 1.06 -0.34
H 16.879 17.926 20.237 0.10 0.49 -0.45
H 15.453 20.016 18.630 -0.51 -0.29 0.20
H 17.010 19.499 18.267 0.37 0.18 -0.59
H 15.727 19.536 16.972 0.27 -0.52 0.13
C 18.237 12.146 15.262 -0.63 0.67 -1.42
O 19.205 11.439 15.307 1.05 -0.75 0.65
N 17.013 11.729 14.865 -0.86 -1.31 -0.04
C 15.831 12.570 14.734 0.75 0.33 0.30
C 16.755 10.321 14.638 0.28 -0.97 -0.60
H 18.326 13.241 15.340 -0.29 0.14 0.37
H 15.210 12.274 13.888 0.36 0.00 -0.31
H 16.252 13.565 14.582 -0.66 0.33 0.03
H 15.174 12.510 15.601 0.15 0.18 0.19
H 17.622 9.662 14.589 0.47 0.62 0.70
H 16.054 9.882 15.349 -0.03 0.26 0.21
H 16.366 10.120 13.640 -0.57 0.58 -0.17
C 13.582 13.295 18.297 -1.02 0.64 -2.41
O 13.571 12.611 17.251 0.28 1.09 2.35
N 13.143 14.610 18.312 1.04 -0.96 1.00
C 12.933 15.333 19.572 -0.20 0.10 -0.98
C 12.646 15.256 17.123 -0.33 -0.32 -0.86
H 13.903 12.938 19.288 0.04 -0.09 -0.18
H 13.313 16.352 19.499 0.51 -0.04 -0.07
H 13.392 14.822 20.419 -0.26 -0.04 -0.07
H 11.861 15.506 19.672 -0.20 -0.40 0.55
H 13.173 14.928 16.227 0.31 -0.11 0.20
H 11.596 15.025 16.943 -0.03 -0.04 0.18
H 12.708 16.343 17.173 0.20 -0.09 0.30
C 10.796 16.410 10.039 0.34 -0.19 -0.92
O 10.038 17.313 9.869 -1.42 2.13 0.48
N 10.934 15.440 9.130 0.39 -2.13 1.07
C 11.833 14.371 9.499 0.77 -1.15 -0.74
C 10.294 15.352 7.852 -0.36 1.01 -0.88
H 11.507 16.357 10.879 -0.11 -0.29 0.17
H 12.848 14.693 9.263 0.33 -0.33 0.26
H 11.658 13.446 8.949 -0.20 0.30 -0.73
H 11.766 13.921 10.490 -0.18 0.97 0.56
H 9.692 16.237 7.647 0.09 0.13 0.39
H 11.059 15.351 7.076 0.10 -0.25 -0.11
H 9.624 14.510 7.681 0.21 -0.34 0.49
C 13.849 21.043 15.384 0.45 1.69 0.18
O 14.078 21.463 14.260 -0.35 -0.85 0.27
N 12.842 20.294 15.815 -1.96 -0.81 0.55
C 12.632 19.898 17.217 1.03 0.42 -0.94
C 11.833 19.763 14.915 0.03 0.26 -0.83
H 14.415 21.412 16.252 0.50 -0.09 0.05
H 11.614 20.118 17.539 0.05 -0.05 -0.08
H 13.340 20.464 17.823 -0.10 -0.17 0.18
H 12.853 18.831 17.255 -0.18 -0.09 0.51
H 12.334 19.108 14.203 -0.45 0.04 0.09
H 11.018 19.274 15.448 0.49 -0.41 0.22
H 11.313 20.535 14.348 0.39 0.35 -0.12
C 9.396 11.410 10.226 -1.31 0.80 0.26
O 9.161 10.428 9.557 0.64 -0.02 -0.11
N 8.491 12.420 10.420 -0.59 -0.56 0.67
C 8.696 13.408 11.437 0.17 0.63 0.30
C 7.216 12.490 9.714 0.85 0.16 -0.07
H 10.308 11.696 10.773 0.40 -0.79 -0.07
H 7.881 13.532 12.150 -0.71 -0.30 -0.37
H 8.817 14.367 10.934 0.36 0.39 0.38
H 9.493 13.166 12.141 0.62 0.06 -0.68
H 6.402 12.851 10.342 0.08 -0.46 0.35
H 7.343 13.282 8.976 -0.26 -0.19 -0.58
H 7.028 11.507 9.281 -0.20 0.29 -0.13
C 11.596 14.624 13.747 -0.27 -0.88 -1.05
O 11.471 13.454 13.366 -0.05 0.82 0.75
N 12.511 15.464 13.250 1.68 -0.06 -1.05
C 12.675 16.815 13.735 -0.66 -0.06 -0.02
C 13.636 14.949 12.428 -0.70 0.12 0.40
H 10.911 15.118 14.453 -0.03 -0.16 0.17
H 13.683 17.052 14.074 0.04 -0.58 0.79
H 11.871 16.894 14.466 0.43 0.71 0.42
H 12.549 17.601 12.991 -0.56 -0.37 -0.61
H 13.500 13.888 12.222 0.06 0.05 0.37
H 13.690 15.430 11.451 -0.01 0.31 0.15
H 14.534 15.168 13.005 0.24 -0.25 -0.30
C 17.346 16.239 10.456 0.64 1.32 -0.94
O 16.577 15.401 10.847 -0.74 -0.50 0.53
N 17.023 17.445 9.906 -0.70 -1.34 0.33
C 17.981 18.293 9.290 -0.23 0.82 -0.56
C 15.662 17.965 9.901 0.48 -0.37 0.48
H 18.440 16.120 10.474 0.08 -0.22 0.08
H 17.824 19.315 9.634 0.52 0.12 0.63
H 17.706 18.424 8.243 0.46 -0.48 -0.44
H 19.003 17.938 9.423 -0.14 0.14 -0.07
H 15.000 17.258 10.401 0.16 0.18 0.23
H 15.790 18.898 10.449 -0.90 0.22 -0.05
H 15.247 18.124 8.906 0.31 0.14 -0.15

---

13
Properties=species:S:1:pos:R:3:forces:R:3 method="wB97M-V/def2-TZVPD" mol_weight_g_mol=89.1 fmax_ev_per_a=0.74 homo_energy_ev=-10.175 orbital_gap_ev=10.88 lumo_ha=0.026 e_above_lowest_kcal_mol=48.9 e_tot_ev=-8808.4097
O -2.477 -0.784 0.172 0.69 -0.23 -0.14
C -1.318 -0.960 -0.123 -0.55 0.18 0.11
C -0.164 -0.338 0.635 -0.11 -0.14 0.25
N 0.845 0.139 -0.276 0.10 0.16 -0.16
C 2.168 -0.096 -0.059 0.08 -0.16 0.18
O 2.597 -0.764 0.857 -0.02 0.15 -0.26
H -2.105 1.632 -0.360 0.03 0.12 -0.03
H -1.036 -1.558 -1.015 0.00 -0.02 0.14
H 0.328 -1.097 1.263 -0.21 0.09 -0.14
H -0.557 0.442 1.296 0.07 -0.07 -0.10
H -1.688 2.209 -0.578 -0.04 0.00 0.01
H 0.591 0.798 -0.995 0.03 -0.04 0.07
H 2.817 0.376 -0.817 -0.06 -0.03 0.08

---

2
Properties=species:S:1:pos:R:3:forces:R:3 method="wB97M-V/def2-TZVPD" mol_weight_g_mol=24.0 fmax_ev_per_a=6.83 homo_energy_ev=-9.441 orbital_gap_ev=6.48 lumo_ha=-0.109 e_above_lowest_kcal_mol=70.5 e_tot_ev=-2061.6729
C 0.000 0.000 0.949 0.00 0.00 -6.83
C 0.000 0.000 -0.949 0.00 0.00 6.83

---

94
Properties=species:S:1:pos:R:3:forces:R:3 method="wB97M-V/def2-TZVPD" charge=+1 mol_weight_g_mol=550.7 fmax_ev_per_a=5.25 homo_energy_ev="-11.317 / -11.315" orbital_gap_ev="8.01 / 2.49" lumo_ha="-0.122 / -0.324" e_above_lowest_kcal_mol=68.0 spin_multiplicity=2 e_tot_ev=-53309.2704
C -1.221 -4.113 0.212 -0.15 -0.18 -1.51
C -0.361 -3.657 1.367 -0.23 -1.67 1.30
C 0.660 -4.725 1.780 1.12 0.60 0.56
O 1.151 -4.488 3.144 -3.38 0.66 -2.25
C 2.313 -5.092 3.597 -0.76 0.08 0.36
N 0.215 -2.333 1.151 -0.68 -0.10 -0.25
H -1.787 -3.301 -0.244 -0.17 0.38 0.35
H -1.954 -4.892 0.423 0.13 0.06 0.59
H -0.689 -4.503 -0.656 0.62 -0.08 0.12
H -1.062 -3.535 2.192 -0.07 -0.38 0.46
H 1.516 -4.676 1.106 0.18 0.11 -0.25
H 0.222 -5.708 1.612 -0.11 -0.23 0.60
H 3.097 -4.404 3.281 0.86 -0.78 0.37
H 2.371 -6.143 3.316 0.53 0.04 -0.42
H 2.068 -5.094 4.659 1.16 0.05 0.32
H 0.470 -2.017 2.076 0.76 0.09 0.23
H -0.682 -1.885 1.034 -0.01 1.22 -0.55
C -3.948 3.411 1.259 -0.08 1.23 0.45
C -3.346 4.451 0.291 1.17 -2.29 -0.24
C -2.152 5.306 0.592 0.09 1.95 1.29
O -2.315 6.483 -0.224 0.17 -1.49 -0.86
C -1.155 7.205 -0.605 0.68 -0.71 -0.72
N -3.040 3.713 -0.944 -2.44 2.53 -0.10
H -3.282 2.590 1.526 -0.11 -0.10 -0.41
H -4.901 3.138 0.807 0.13 -0.65 0.17
H -4.204 3.908 2.195 0.04 0.10 -0.01
H -4.125 5.171 0.040 -0.57 0.26 -0.46
H -1.225 4.733 0.572 0.33 0.26 -0.75
H -2.198 5.724 1.598 -0.24 -0.60 0.46
H -1.350 7.737 -1.537 -0.75 1.02 0.75
H -0.397 6.570 -1.063 0.37 -0.80 0.75
H -0.734 7.732 0.251 -0.06 0.41 -0.38
H -2.700 4.257 -1.724 1.60 0.37 -0.13
H -3.884 3.324 -1.338 -0.25 -1.60 0.27
C 1.612 1.116 4.682 0.60 -0.84 -0.27
C 1.627 -0.075 3.733 -1.71 0.29 1.38
O 2.168 0.216 2.484 0.55 0.02 -0.60
O 2.936 1.322 5.151 0.09 0.48 0.18
H 1.023 0.869 5.564 -0.06 0.01 -0.05
H 1.133 1.946 4.161 0.28 0.34 0.17
H 0.564 -0.260 3.583 -0.07 -0.43 -0.21
H 2.070 -0.930 4.244 0.27 -0.13 -0.23
H 2.995 0.679 2.632 0.31 -0.04 -0.30
H 3.475 1.785 4.506 -0.06 0.19 0.00
C -2.271 0.926 3.839 0.87 0.41 0.81
C -2.287 -0.413 3.044 -0.44 0.79 1.95
O -2.549 -0.192 1.728 -1.05 0.27 -2.25
O -1.217 1.822 3.384 -0.81 -0.58 0.76
H -2.162 0.752 4.909 1.02 -0.52 0.11
H -3.136 1.577 3.973 -1.00 -0.56 -1.26
H -3.041 -1.104 3.422 -0.02 0.12 0.26
H -1.320 -0.913 3.094 0.21 0.04 0.73
H -1.753 0.217 1.380 0.36 0.06 -0.58
H -1.087 1.654 2.448 0.41 -0.01 -0.14
C 0.255 1.438 -0.152 -0.73 -0.91 -0.26
C -0.085 0.311 -1.186 3.07 1.53 1.43
O 0.540 0.683 -2.465 -2.02 -0.40 1.67
O -0.144 0.859 1.144 0.35 1.32 -1.88
H -0.346 2.320 -0.368 -0.49 0.02 0.28
H 1.271 1.833 -0.177 0.22 -0.65 0.26
H -1.118 0.146 -0.878 -0.81 -0.07 -1.86
H 0.425 -0.563 -0.781 0.14 -0.18 -0.28
H -0.002 0.265 -3.138 -0.29 -0.22 -0.55
H 0.586 0.276 1.364 0.63 -0.15 0.56
C 1.158 -3.666 -3.429 0.29 -0.77 2.59
C 1.267 -2.635 -2.318 -0.62 0.99 -1.35
O 1.825 -3.046 -1.097 0.15 -0.48 -1.02
O 2.435 -4.193 -3.658 0.66 -0.01 -1.69
H 0.647 -3.206 -4.275 0.60 -0.14 -0.36
H 0.561 -4.501 -3.060 -0.65 -0.06 -0.11
H 0.280 -2.176 -2.256 -0.35 -0.12 0.63
H 1.852 -1.837 -2.776 0.55 0.29 0.19
H 1.229 -2.759 -0.401 -0.17 0.24 0.80
H 2.921 -4.309 -2.839 -0.30 0.10 0.28
C -1.500 -0.504 -6.388 -1.47 -1.93 -0.96
C -2.391 -0.298 -5.164 1.03 1.94 1.67
O -1.677 -0.682 -3.942 -0.32 -1.06 -0.32
O -2.050 -1.622 -7.147 -0.31 0.22 0.26
H -0.494 -0.854 -6.155 0.11 0.98 0.58
H -1.551 0.333 -7.084 0.37 0.31 0.42
H -3.433 -0.617 -5.143 0.35 -1.07 -0.72
H -2.530 0.743 -4.873 0.08 0.76 -1.27
H -2.382 -0.887 -3.323 0.22 -0.25 0.35
H -1.357 -2.232 -7.408 0.07 0.11 0.04
C 5.185 0.640 -1.391 0.46 -1.70 1.48
C 3.706 0.781 -1.485 0.50 -0.63 1.95
O 3.498 0.971 -2.772 -1.38 1.21 -4.92
O 5.518 0.498 -0.014 0.67 0.72 0.54
H 5.762 1.410 -1.902 -0.22 0.24 0.46
H 5.451 -0.320 -1.835 0.06 0.07 -0.67
H 3.358 1.606 -0.862 -0.10 0.30 0.14
H 3.195 -0.129 -1.171 0.09 -0.23 0.66
H 2.954 0.306 -3.202 -0.14 0.14 0.31
H 5.026 -0.265 0.299 0.09 -0.12 0.09

---

8
Properties=species:S:1:pos:R:3:forces:R:3 method="wB97M-V/def2-TZVPD" mol_weight_g_mol=126.0 fmax_ev_per_a=4.17 homo_energy_ev="-7.995 / -8.802" orbital_gap_ev="8.42 / 9.32" lumo_ha="0.016 / 0.019" e_above_lowest_kcal_mol=55.6 e_tot_ev=-74677.3116
C 0.350 1.237 -0.744 -3.88 -0.77 -1.32
N -0.253 -1.228 0.640 1.04 -0.50 1.61
O 0.423 -1.075 -0.444 -0.45 0.33 0.33
Br -0.860 1.653 0.630 0.65 0.09 -0.36
H -0.211 1.059 -1.707 1.34 0.39 1.23
H 1.358 1.349 -0.580 1.89 0.32 0.21
H -1.100 -1.793 0.666 0.17 0.21 -0.46
H 0.293 -1.201 1.539 -0.75 -0.06 -1.25